No. 1
An isolated molecule of C8H10O4S3 at a distorted geometry. Source: the Open Molecules 2025 dataset; level of theory: ωB97M-V/def2-TZVPD.

Output
Multiplicity: 1
LUMO energy, eV: 0.29
Structure (SMILES): O=C1O[C@@H]2CCCC(S)(S)[C@]2(S)OC1=O

Each line ends with the Löwdin charge.
Positions of all 25 atoms, in Å:
S: -2.06974 0.40244 -1.74453  0.771
S: -0.65638 2.69110 -0.28860  0.866
S: 0.49863 0.65036 -2.94292  0.735
O: 1.47785 0.85457 -0.03941  0.033
O: -0.16958 1.18827 2.14603  0.033
O: 1.31995 2.66953 2.86111  0.174
O: 3.14770 0.79345 1.24649  0.203
C: -0.07604 -1.49804 -1.13217  -0.262
C: 2.04025 1.17327 1.11362  -0.395
C: -0.37913 -1.15762 1.37524  -0.058
C: -0.64428 0.38991 1.05477  -0.301
C: 0.04973 0.92822 -0.17479  -0.697
C: -0.39685 0.00236 -1.40755  -1.020
C: -0.66629 -2.06548 0.09526  -0.174
C: 1.02937 1.76864 2.12279  -0.413
H: -0.25339 -3.01059 0.45969  0.118
H: 1.39024 -0.41019 -2.88617  -0.095
H: 0.51968 -1.30781 2.01039  0.130
H: -2.49558 -0.43850 -2.61912  -0.132
H: -1.72925 -2.23344 -0.19310  0.121
H: 1.01471 -1.58415 -1.15021  0.115
H: -0.47987 -2.04865 -1.96826  0.109
H: -1.74790 0.56485 0.88318  0.142
H: -1.08539 -1.45819 2.16942  0.116
H: 0.36156 3.13567 -0.99113  -0.118

Forces on the atoms, in the same order (eV/Å):
-1.900 1.863 1.654
0.579 -0.948 0.192
0.669 -1.867 0.835
-2.365 -0.109 -2.272
-0.913 -0.166 0.749
-0.182 -0.792 -0.420
1.454 0.649 1.403
1.204 0.843 -1.154
-1.031 -0.946 0.292
-1.881 0.974 -0.054
0.343 -1.448 0.528
-1.021 -0.302 -0.849
2.025 0.654 -0.428
-0.172 0.466 2.353
1.108 1.078 0.623
0.013 -0.234 -0.958
-0.329 1.081 -0.314
0.363 0.093 -1.474
0.241 -1.537 -1.127
0.356 0.315 1.226
-0.032 -0.044 0.042
0.167 -0.164 -0.531
1.176 -0.129 0.705
-0.372 0.367 -0.496
0.501 0.304 -0.525

=====

No. 2
A cluster of 2 separate species, C4H9O3 in total at a distorted geometry. Source: the Open Molecules 2025 dataset; level of theory: ωB97M-V/def2-TZVPD.

Output
Charge: -1
Multiplicity: 1
LUMO energy, eV: 4.04

Each line ends with the Löwdin charge.
Positions of all 16 atoms, in Å:
O: 0.05063 2.28849 -1.43611  0.001
O: 2.76436 -0.94211 2.08039  -0.195
O: 0.93262 -0.85291 0.32249  -0.335
C: -0.15705 -0.22446 0.90427  -0.437
C: 0.13154 1.08011 -1.49941  -0.278
C: -1.13528 0.21016 -1.49812  -0.172
C: -1.40451 -0.14452 -0.01794  -0.205
H: -1.92657 -1.11561 -0.03542  0.092
H: 1.94443 -1.02056 1.44059  -0.031
H: -0.91898 -0.69359 -2.07346  0.095
H: -2.16262 0.51466 0.40983  0.090
H: 3.16526 -0.12387 1.75920  -0.011
H: -2.02376 0.60396 -1.98965  0.094
H: 0.06941 0.76693 1.34567  0.096
H: 1.07553 0.52142 -1.47105  0.106
H: -0.40502 -0.86811 1.75875  0.088

Forces on the atoms, in the same order (eV/Å):
0.406 0.047 -0.042
-0.074 0.115 0.028
-0.389 0.547 -0.329
0.489 -1.238 -0.145
-1.474 0.187 -0.448
1.141 -0.384 0.155
-0.575 -0.795 0.162
0.365 0.002 0.141
0.421 0.170 -0.223
0.273 -0.186 0.298
0.145 0.450 0.006
-0.111 -0.250 0.096
0.166 0.762 0.148
-0.046 0.195 -0.298
0.054 0.093 -0.010
-0.790 0.286 0.461